Record 1
Entry from the Open Molecules 2025 dataset: a cluster of 2 separate species, C7H11N2O2 in total at a distorted geometry (the ωB97M-V functional and the def2-TZVPD basis).

As for the total charge: -1. The calculation puts the LUMO energy at 3.024 eV. Its spin multiplicity is 1. As for the frontier orbital gap: 0.238 Ha.

CARTESIAN COORDINATES (ANGSTROEM)
C 3.47 1.59 0.88
C 2.99 0.33 0.00
O 3.01 -0.73 0.67
O 2.64 0.61 -1.15
H 2.54 1.75 1.44
H 3.54 2.50 0.28
H 4.27 1.32 1.55
C -1.18 -0.18 1.05
C -0.68 1.27 0.96
C -1.54 -0.83 -0.25
C -2.63 -1.60 -0.51
C -1.44 -1.28 -2.33
N -0.82 -0.62 -1.40
N -2.58 -1.87 -1.87
H -0.44 -0.75 1.61
H -2.09 -0.19 1.65
H 0.06 1.33 0.18
H -3.44 -1.91 0.13
H -1.06 -1.52 -3.30
H -3.00 -2.70 -2.26
H -0.20 1.45 1.92
H -1.42 2.03 0.72

***

Record 2
Entry from the Open Molecules 2025 dataset: the molecule C4H11NS at a distorted geometry (the ωB97M-V functional and the def2-TZVPD basis).

The calculation puts the LUMO energy at 0.810 eV. As for the SMILES: CNCCCS. Its spin multiplicity is 1. As for the frontier orbital gap: 0.355 Ha.

CARTESIAN COORDINATES (ANGSTROEM)
C -1.86 -0.82 1.52
N -0.95 -0.59 0.36
C 0.00 0.66 0.72
C 0.53 1.30 -0.59
C 1.05 0.25 -1.68
S 2.12 -0.97 -0.87
H -2.14 -1.91 1.55
H -2.88 -0.34 1.32
H -1.61 -0.52 2.52
H -0.36 -1.49 0.44
H 0.79 0.38 1.40
H -0.62 1.39 1.21
H 1.30 2.02 -0.35
H -0.38 1.73 -1.03
H 1.67 0.78 -2.49
H 0.30 -0.35 -2.23
H 3.03 -1.53 -1.78

***

Record 3
Entry from the Open Molecules 2025 dataset: the molecule O3S2 at a distorted geometry (the ωB97M-V functional and the def2-TZVPD basis).

The calculation puts the LUMO energy (alpha / beta) at -1.616 / -1.575 eV. As for the SMILES: O=S1#S(=O)O1. Its spin multiplicity is 1. As for the frontier orbital gap (alpha / beta): 0.289 / 0.292 Ha.

CARTESIAN COORDINATES (ANGSTROEM)
O -1.49 -0.64 -0.53
S -1.15 -0.23 0.77
S 1.16 0.25 0.36
O 1.78 -0.50 -0.79
O -0.31 1.12 0.19

***

Record 4
Entry from the Open Molecules 2025 dataset: a structure of composition C37H30N2O4P2S6Ti (the ωB97M-V functional and the def2-TZVPD basis).

As for the total charge: -2. The calculation puts the LUMO energy (alpha / beta) at 4.054 / 4.053 eV. Its spin multiplicity is 1. As for the frontier orbital gap (alpha / beta): 0.206 / 0.207 Ha.

CARTESIAN COORDINATES (ANGSTROEM)
Ti 0.31 -0.72 -0.58
O -3.05 1.54 0.29
C -2.14 0.77 -0.34
O -1.19 0.20 0.32
C -2.09 0.55 -1.69
C -2.92 1.01 -2.75
C -2.72 0.54 -4.01
C -1.70 -0.45 -4.24
C -0.87 -0.80 -3.23
N -0.98 -0.25 -1.97
C 0.15 -1.89 -3.26
O 0.38 -2.57 -4.24
O 0.69 -2.05 -2.07
H -2.56 2.24 0.77
H -3.70 1.73 -2.52
H -3.34 0.88 -4.83
H -1.58 -0.95 -5.19
N 0.86 -0.38 1.65
C -0.13 -0.74 2.61
C -0.48 0.09 3.66
C -1.44 -0.34 4.58
C -2.04 -1.58 4.45
C -1.71 -2.39 3.37
C -0.76 -1.98 2.44
P -0.44 -2.78 0.84
C -2.05 -3.50 0.38
C -2.91 -2.73 -0.39
C -4.16 -3.21 -0.74
C -4.55 -4.48 -0.34
C -3.69 -5.27 0.41
C -2.44 -4.78 0.77
C 0.61 -4.23 1.12
C 0.76 -4.83 2.36
C 1.58 -5.94 2.50
C 2.25 -6.45 1.39
C 2.12 -5.84 0.15
C 1.30 -4.73 0.01
H 1.12 0.61 1.72
H 1.70 -0.94 1.88
H -0.03 1.07 3.74
H -1.72 0.32 5.39
H -2.79 -1.90 5.16
H -2.23 -3.34 3.22
H -2.61 -1.74 -0.70
H -4.83 -2.60 -1.33
H -5.53 -4.86 -0.62
H -3.99 -6.27 0.72
H -1.76 -5.41 1.34
H 0.26 -4.41 3.23
H 1.71 -6.40 3.47
H 2.91 -7.30 1.51
H 2.66 -6.21 -0.70
H 1.22 -4.21 -0.94
S 3.24 -2.19 2.59
S 3.96 -0.70 1.38
S 3.04 -0.96 -0.48
S 2.01 0.76 -1.03
S -2.88 5.89 1.30
P -1.00 5.25 1.34
S -0.57 3.31 1.36
C -0.12 6.05 2.75
C -0.72 7.02 3.54
C -0.03 7.61 4.59
C 1.28 7.24 4.85
C 1.90 6.27 4.06
C 1.20 5.68 3.02
C -0.07 6.03 -0.05
C -0.32 7.36 -0.38
C 0.40 7.98 -1.39
C 1.38 7.28 -2.08
C 1.63 5.96 -1.76
C 0.91 5.33 -0.74
H -1.75 7.29 3.32
H -0.51 8.36 5.20
H 1.83 7.70 5.67
H 2.92 5.98 4.26
H 1.66 4.91 2.42
H -1.11 7.89 0.14
H 0.19 9.02 -1.64
H 1.94 7.77 -2.87
H 2.39 5.39 -2.29
H 1.10 4.29 -0.49

***

Record 5
Entry from the Open Molecules 2025 dataset: a cluster of 2 separate species, C3H10ClN2 in total at a distorted geometry (the ωB97M-V functional and the def2-TZVPD basis).

As for the total charge: +1. The calculation puts the LUMO energy at -4.701 eV. Its spin multiplicity is 1. As for the frontier orbital gap: 0.341 Ha.

CARTESIAN COORDINATES (ANGSTROEM)
C -1.51 -0.20 -0.59
N -0.18 -0.84 -0.59
C -0.10 -2.32 -0.60
C 0.89 -0.10 -0.57
Cl 2.46 -0.73 -0.59
H -2.26 -1.00 -0.59
H -1.62 0.44 0.29
H -1.63 0.43 -1.48
H -1.12 -2.69 -0.60
H 0.44 -2.67 -1.49
H 0.44 -2.68 0.29
H 0.80 0.99 -0.54
N 0.81 2.61 1.58
H 1.62 3.19 1.33
H 0.96 2.33 2.55
H 0.00 3.23 1.58

***

Record 6
Entry from the Open Molecules 2025 dataset: a cluster of 10 separate species, H22NO9 in total at a distorted geometry (the ωB97M-V functional and the def2-TZVPD basis).

As for the total charge: +1. The calculation puts the LUMO energy at -3.292 eV. Its spin multiplicity is 1. As for the frontier orbital gap: 0.358 Ha.

CARTESIAN COORDINATES (ANGSTROEM)
N 0.13 -0.09 0.09
H -0.60 -0.09 -0.70
H 0.89 0.04 -0.42
H 0.29 -0.96 0.63
H -0.02 0.60 0.77
O -2.03 2.09 0.53
H -1.66 1.90 1.38
H -2.62 2.86 0.51
O -2.26 2.13 -2.28
H -2.01 2.24 -1.44
H -1.50 1.63 -2.50
O 0.17 -2.92 -1.22
H -0.11 -2.86 -2.09
H 0.26 -3.92 -1.08
O 1.34 2.31 -1.20
H 1.21 3.23 -1.30
H 2.27 2.48 -1.13
O -0.89 1.25 2.99
H -1.01 1.91 3.75
H -1.18 0.44 3.39
O -1.92 -1.70 1.94
H -2.17 -1.26 2.74
H -1.56 -2.69 2.16
O -0.19 0.58 -3.09
H 0.21 0.08 -3.85
H 0.62 0.70 -2.59
O 2.09 -0.96 2.51
H 1.54 -1.67 2.82
H 2.92 -1.52 2.15
O 2.71 -1.64 -1.38
H 1.71 -1.92 -1.17
H 3.37 -2.27 -0.91